# 1
84
Properties=species:S:1:pos:R:3:forces:R:3:mulliken_charge:R:1 method="wB97M-V/def2-TZVPD" e_above_lowest_kcal_mol=166.2
S 0.911990 -5.879067 0.695946 0.0999 1.9417 -0.7677 0.9868
S -0.756060 -6.023227 2.711306 -1.0495 -2.4024 3.2004 0.9074
F -1.307380 -6.032847 5.321036 -0.1444 -0.0848 0.5917 -0.2230
F 3.544930 -5.924267 1.000786 1.7632 1.5723 -1.1795 -0.2310
F -1.398070 -4.054207 4.474786 0.3602 0.5533 0.3791 -0.2250
F 0.567620 -4.985527 4.986766 -1.3106 0.2375 -0.5561 -0.2200
F 2.650190 -7.777787 1.260806 -0.2531 -1.1068 0.5466 -0.2324
F 2.609740 -6.247707 2.858526 -0.4457 -0.4697 -0.4216 -0.2251
O -2.130310 -6.005327 2.276356 0.1635 -0.1473 0.7530 -0.6143
O -0.076520 -7.310317 2.907846 -1.0024 1.2759 0.0207 -0.6174
O -0.846740 5.920663 1.749446 -0.3339 -1.1027 1.8120 -0.3060
O -4.889090 1.016933 3.560226 0.9686 0.7448 0.1744 -0.2993
O 0.300720 -7.038597 0.070596 0.3294 1.2483 1.1899 -0.5740
O 0.157710 -0.752597 0.553966 -0.6446 0.1383 0.4265 -0.3686
O 3.586890 1.477733 2.322106 0.0509 1.2987 -1.5446 -0.2131
O -4.734680 -2.669237 -6.346504 0.6297 0.4785 0.3758 -0.3230
O 6.688490 0.819003 -3.348034 -1.7898 0.6747 1.1044 -0.3583
O 1.382620 -4.847367 -0.251874 -0.5078 -0.8441 1.5655 -0.7028
N -3.066090 4.087863 2.755716 -0.0462 -0.9524 1.9012 -0.0806
N 4.706190 0.940133 -0.116074 -0.4874 2.0494 -1.6219 -0.2818
N -1.906870 -1.141817 -4.377494 0.2863 -0.4598 -0.5227 -0.7428
N 0.089570 -5.017507 1.952426 3.1453 0.2768 -3.9599 -0.3344
C -0.699110 -5.181617 4.517286 0.4708 -1.5161 -2.0604 0.6169
C -0.829610 6.382903 0.417376 -1.1504 0.6445 1.3814 -0.6349
C -5.156730 -2.562647 -7.697924 0.1697 0.4941 0.7486 -0.7166
C 3.631480 0.886773 3.584056 0.1407 -0.0556 0.0565 -0.7026
C -2.967460 -2.096007 -4.617524 -3.3641 -0.1683 -0.5642 0.2999
C -1.924900 6.325413 2.667786 0.9266 -2.0069 0.2730 -0.6176
C 4.717110 2.285883 1.904016 -0.2889 -0.2793 0.3348 -0.7869
C 4.815240 2.385593 0.372166 -0.1661 -2.4593 1.0819 -0.4744
C 2.535470 -6.505367 1.541986 -1.6543 0.0486 0.6299 0.7072
C 5.033190 0.934533 -1.580394 -1.6702 -1.4061 0.3477 -0.5643
C -3.653250 -1.806697 -6.051254 1.0922 -0.4606 1.4350 -0.7268
C -5.857440 0.124223 3.078686 0.6303 0.5706 -0.7108 -0.6475
C -4.406250 2.016333 2.666266 0.3864 0.0465 0.7000 -0.6315
C 6.406120 1.162973 -1.928214 4.5385 0.8060 -1.7838 -0.5080
C -3.512590 2.917613 3.521766 -0.6733 0.1377 -0.5214 -0.5766
C 7.850390 1.324643 -3.985354 -0.3485 -1.0388 0.7864 -0.6784
C -2.318320 5.092053 3.554456 0.1295 -0.1926 -2.5903 -0.5558
C -4.082060 -1.929977 -3.588314 -0.2421 1.1025 0.3701 -1.3587
H -5.067520 -2.257617 -3.919384 0.3119 -0.8581 0.0455 0.3438
H 4.030410 3.080803 0.074136 -0.0831 -0.4808 -0.7143 0.3491
H 4.607520 0.416903 3.705136 -0.0188 -0.3134 0.3894 0.3370
H 5.802730 2.700713 0.035016 -0.1375 0.8553 0.5326 0.3428
H -3.760360 -2.337667 -2.629974 -0.3592 -0.1973 0.0137 0.2793
H -1.795480 6.095293 0.002056 -0.0896 0.5404 -0.6399 0.2699
H -1.560750 7.050153 3.395966 0.1623 0.4849 -0.4525 0.3603
H -2.818750 -1.757077 -6.750704 0.0338 -0.9586 -0.8080 0.3950
H 8.674800 1.274953 -3.274034 0.3374 0.3867 -0.0878 0.3127
H -3.539140 4.189353 1.869136 0.1892 0.9200 0.4310 0.2531
H -2.846500 6.656673 2.189226 0.2091 0.2779 -0.4252 0.3588
H -2.791420 5.466333 4.462306 -0.6625 -0.0673 -0.0557 0.3340
H -2.188510 -0.368967 -4.963564 0.1419 0.8307 0.2525 0.3075
H -1.113650 -1.505017 -4.886414 0.5957 -0.0097 0.0843 0.2700
H -3.954720 -0.759567 -6.078474 -0.5940 0.3600 0.4835 0.3741
H -0.688600 7.448583 0.597776 -0.1015 0.3964 -1.4264 0.2915
H -6.371690 -0.314417 3.933816 -0.0579 0.0710 -0.2300 0.2171
H 8.031700 0.563313 -4.744044 0.2455 0.3662 -0.2775 0.2551
H -0.042800 5.933533 -0.188514 0.1595 -0.0283 0.4965 0.1911
H -1.429520 4.548313 3.874596 0.3564 0.3323 0.1209 0.3030
H 2.817450 0.162083 3.600916 0.2417 -0.2734 0.0146 0.1748
H 0.169280 -1.648317 0.899146 0.0668 -1.3655 0.7976 0.4357
H 7.165830 0.561953 -1.428504 -0.3598 -0.3938 0.7616 0.3204
H 7.718470 2.311273 -4.429474 0.0154 0.0874 0.1350 0.2448
H -0.231270 -0.809637 -0.321844 -0.2983 0.2504 -1.0834 0.4591
H 3.427560 1.557963 4.418336 0.2179 0.3975 0.0139 0.2816
H -4.298690 -0.875167 -3.419414 0.3871 0.4060 0.0775 0.3301
H -3.883440 1.692143 1.766446 0.1856 -0.8424 -0.0193 0.3585
H -2.697040 2.397813 4.024546 0.4327 -0.2813 -0.5371 0.2932
H -6.067350 -3.153557 -7.796414 0.5691 -0.5773 -0.3151 0.2348
H -5.492050 -1.555427 -7.945264 0.2129 0.4372 0.0680 0.2968
H -4.200190 3.063353 4.354876 -0.0634 1.0909 0.3409 0.2349
H -5.211600 2.646613 2.289096 -0.5068 0.0380 0.0713 0.3340
H -6.492880 0.717463 2.421136 -0.7038 -0.4297 -0.0170 0.3017
H -5.337880 -0.630577 2.488386 -0.3345 -0.4137 -0.0973 0.2510
H 4.637670 3.310323 2.267766 -0.0517 0.0112 0.4752 0.3801
H 4.856720 -0.031727 -2.052924 -0.8388 -0.2512 0.3267 0.3262
H 1.047530 -0.392287 0.552116 1.0854 0.5296 -0.1281 0.4332
H -4.261100 -2.789577 -8.276234 -0.5556 -0.4501 -0.7849 0.3185
H 4.449430 1.682973 -2.116264 -0.4248 -0.0793 0.2513 0.2241
H 5.441020 0.480773 0.402676 0.1473 -0.4514 -0.0916 0.2592
H 6.694300 2.184703 -1.680974 0.2012 0.3992 -0.5358 0.3737
H 5.607660 1.819803 2.325666 0.2909 0.0299 0.0260 0.3986
H -2.703350 -3.139087 -4.443354 0.7359 0.0364 -0.8641 0.4253



# 2
17
Properties=species:S:1:pos:R:3:forces:R:3:nbo_charge:R:1 method="wB97M-V/def2-TZVPD" e_above_lowest_kcal_mol=81.1
Cl 2.565719 1.062115 0.213750 -0.2377 -0.0312 -0.3674 -0.0729
F -1.528787 -0.908880 0.278744 0.2174 -0.2296 -0.0866 -0.3628
C 1.204034 0.456417 1.159641 0.2506 1.1793 0.8546 -0.1878
C -0.912005 0.039031 -0.466546 1.5602 1.3811 0.0989 0.5134
C -0.229332 -0.521599 -1.660028 -1.1315 -1.8152 -1.0804 -0.7305
C 1.323421 -0.973114 1.444643 1.9510 -0.4247 -2.4096 -0.6999
C -1.673575 1.293454 -0.417620 -0.0101 0.4106 -0.0713 -0.7190
H 1.248596 1.090086 2.091937 -0.9355 -0.4060 -1.1041 0.1880
H -2.704093 1.183419 -0.747118 -0.2059 -0.1108 -0.1242 0.2175
H -0.068022 0.045002 -2.650330 -0.2365 -0.2850 2.1314 0.2510
H 2.238540 -1.189274 2.010909 -0.3357 -0.2486 0.0216 0.2203
H 1.334381 -1.526603 0.483393 0.8720 0.2553 0.2064 0.2059
H -1.241175 2.173899 -0.864003 0.4686 -0.1671 -0.8537 0.2370
H -1.654773 1.584736 0.594205 -0.6130 0.2473 1.5250 0.2380
H 0.470153 -1.416400 1.780908 -2.3873 -0.7390 2.1077 0.2325
H 0.680914 -1.099150 -1.361540 -0.6495 0.5136 -0.4889 0.2381
H -1.053995 -1.293137 -1.890943 1.4229 0.4699 -0.3593 0.2310



# 3
10
Properties=species:S:1:pos:R:3:forces:R:3:nbo_charge:R:1 method="wB97M-V/def2-TZVPD" e_above_lowest_kcal_mol=102.6
O 2.370632 0.116317 -0.116966 -0.0582 -0.4992 -0.0713 -0.6524
N 0.370719 -1.070281 -0.115806 0.0071 0.9273 0.0398 -0.2185
N -0.917020 -0.789881 0.066991 0.2134 -0.1110 0.0030 -0.3574
C 0.222011 1.258946 0.276994 0.1093 -0.7686 0.2644 -0.1377
C 1.021804 0.090640 -0.008351 -0.3257 -0.2167 -0.1526 0.2848
C -1.083821 0.602734 0.231406 0.1364 0.1559 0.0571 -0.3829
H -1.939012 0.936574 0.791723 -0.2447 0.1007 0.1258 0.2549
H -1.093702 1.162572 -0.756000 -0.0247 -0.1580 -0.3781 0.3188
H 2.656345 -0.803721 -0.257527 0.0168 0.4027 0.0499 0.4834
H -1.607956 -1.503901 -0.112463 0.1704 0.1669 0.0619 0.4070



# 4
7
Properties=species:S:1:pos:R:3:forces:R:3:nbo_charge:R:1 method="wB97M-V/def2-TZVPD" e_above_lowest_kcal_mol=64.1
S -0.155172 -1.110114 -1.308156 -0.3517 0.8582 0.5611 0.7534
O 1.204578 -0.223038 -1.566637 -0.5384 2.6302 -0.9785 -0.8740
O -1.111940 -0.052852 -0.433574 -0.3751 0.1226 -2.3983 -0.5664
N -0.863688 0.206325 0.923471 0.4578 -1.9784 0.4282 -0.4912
H -1.053100 -0.783644 1.273962 1.1186 1.9260 0.5440 0.3422
H 0.138350 0.488677 0.926423 -0.7571 -0.7198 0.6840 0.3430
H 0.985539 0.678447 -2.057551 0.4460 -2.8387 1.1594 0.4930



# 5
12
Properties=species:S:1:pos:R:3:forces:R:3:nbo_charge:R:1 method="wB97M-V/def2-TZVPD" e_above_lowest_kcal_mol=103.3
P -1.288217 -0.920112 0.119370 0.5048 0.5030 2.4861 0.5254
P 1.382210 0.156338 0.198689 -0.4085 0.4036 1.6608 1.1355
N -0.363175 1.430482 -0.233224 4.3435 -0.1114 -2.1158 -0.5820
N -1.427923 0.787265 0.142861 -3.8078 -2.6042 0.3440 -0.7194
N 2.275809 -0.990734 -0.352424 0.2744 3.5133 -0.3863 -1.2360
H -1.953826 1.104816 0.925145 0.0182 0.6339 0.7538 0.3701
H 2.109271 1.310983 0.100974 0.5286 0.5215 -0.2426 -0.0588
H -1.057800 -1.235748 -1.164651 -0.4775 -0.1629 -2.0161 -0.0508
H -2.638313 -1.183006 0.345461 -0.4482 -0.4432 -0.3539 -0.0255
H 2.137786 -1.925285 -0.461363 -0.9152 -2.8331 -0.1558 0.3793
H 1.246135 0.065409 1.666232 -0.4588 0.3584 -1.1175 -0.0679
H -0.421956 1.399596 -1.287073 0.8465 0.2210 1.1434 0.3301



# 6
22
Properties=species:S:1:pos:R:3:forces:R:3:nbo_charge:R:1 method="wB97M-V/def2-TZVPD" e_tot_ev=-29121.6302 charge=+1
Cl -10.917777 30.913727 -1.723530 -0.0113 -0.9545 0.0747 0.0518
Cl -11.252215 33.406734 -3.085301 -0.0546 0.7747 -0.7496 0.0313
C -11.195652 32.606686 -1.563401 0.1117 -0.1289 0.2427 -0.4294
B -11.476566 33.566068 0.856583 -0.4280 -1.1052 1.2915 -1.2362
B -12.458953 35.271564 2.582511 -1.0226 3.0160 -0.9144 -1.0300
B -13.478824 31.394585 2.616889 0.4041 1.3316 -0.0599 -0.9329
Be -11.361792 35.604054 0.766820 -1.1711 -3.1990 2.3184 1.7417
Be -12.724157 33.244216 2.459980 -0.9832 -2.7916 -0.1334 1.6866
H -12.095507 32.798111 -0.978836 -0.2091 -0.3884 -0.9758 0.2031
H -11.387743 35.250467 2.454802 4.5041 0.9339 -0.2188 -0.0291
H -10.857858 33.974545 0.072619 2.5258 3.1038 -2.9779 0.0990
H -13.753523 30.353250 2.683245 -0.5790 -3.2857 0.3201 0.1383
H -12.945419 34.785407 1.751098 -2.2505 0.0363 -2.5479 0.0117
H -10.399309 32.989814 -0.925312 0.3828 -0.3400 -1.2400 0.1858
H -14.257085 31.946763 2.113270 -3.2904 2.6341 -2.3701 0.0312
H -11.064880 33.905911 1.794278 1.5892 -0.4278 3.0613 0.0385
H -12.822148 36.286819 2.622193 -1.7967 3.3438 0.9024 0.1087
H -12.820694 34.681764 3.410472 -0.5316 -2.1943 3.9029 0.1115
H -12.536230 33.763535 0.807970 -3.0483 -0.0237 -1.4920 0.0355
H -11.411591 32.498071 0.717374 1.1732 -3.0883 -0.6219 0.2018
H -12.575275 31.581938 2.057673 4.0741 0.5251 -2.3311 -0.0319
H -13.388312 31.878213 3.577180 0.6114 2.2283 4.5188 0.0130